Computed, not measured: C20H17GaN4OS3 as an isolated structure, with ωB97M-V/def2-TZVPD.

Geometry as XYZ:
```
46
Properties=species:S:1:pos:R:3:mulliken_charge:R:1
Ga 1.0460 0.2532 1.0505 1.22
C -4.2378 -1.7540 -1.6793 -1.05
C -3.3412 -2.8246 -1.0704 -0.65
N -2.6263 -2.3746 0.1409 0.06
C -3.1926 -2.7751 1.4355 -0.95
C -4.2045 -1.7787 1.9881 -0.90
C -1.5446 -1.5977 0.0287 0.48
S -0.8112 -1.0695 1.5233 -0.51
N -1.1676 -1.3286 -1.2275 -0.21
C -0.1300 -0.5938 -1.5840 0.30
O 0.7041 -0.0024 -0.8315 -0.53
C 0.0909 -0.4206 -3.0458 0.50
C 1.1524 0.3631 -3.4939 -0.36
C 1.3665 0.5303 -4.8529 -0.77
C 0.5226 -0.0849 -5.7687 -0.34
C -0.5374 -0.8661 -5.3252 -0.72
C -0.7539 -1.0340 -3.9678 -0.18
H -4.7510 -2.1583 -2.5539 0.34
H -3.6429 -0.8967 -1.9933 0.28
H -4.9931 -1.4152 -0.9694 0.33
H -2.6046 -3.1487 -1.7986 0.41
H -3.9307 -3.6906 -0.7754 0.40
H -2.3797 -2.9126 2.1433 0.53
H -3.6601 -3.7462 1.2849 0.36
H -3.7475 -0.7957 2.1121 0.26
H -4.5532 -2.1170 2.9655 0.38
H -5.0708 -1.6831 1.3323 0.28
H 1.8017 0.8368 -2.7701 0.47
H 2.1917 1.1409 -5.1977 0.41
H 0.6900 0.0441 -6.8305 0.39
H -1.1947 -1.3445 -6.0407 0.41
H -1.5754 -1.6384 -3.6076 0.31
S 2.6093 1.7415 0.4534 -0.38
C 3.1759 2.2050 2.0460 0.65
C 4.1076 3.2413 2.1216 -0.82
C 4.6045 3.6804 3.3350 0.32
C 5.5655 4.7552 3.3656 -0.16
N 6.3262 5.6172 3.3736 -0.49
C 4.1586 3.0764 4.5181 0.52
C 3.2342 2.0482 4.4505 -0.86
C 2.7358 1.5921 3.2282 0.44
S 1.5750 0.2790 3.2591 -0.48
C 4.6414 3.5091 5.8065 -0.18
N 5.0110 3.8370 6.8446 -0.49
H 4.4496 3.7126 1.2094 0.50
H 2.8905 1.5882 5.3676 0.48
```

As for the HOMO energy: -0.3128 Ha. The value obtained for the calculated total energy is -113908.33703 eV. As for the molar mass: 495.31 g/mol. The lowest unoccupied orbital energy is -0.793 eV. Its total charge is 0. The max |F| is 0.336 eV Å⁻¹.

Computed, not measured: C20H17IrN7S2Se as an isolated structure at a distorted geometry, with ωB97M-V/def2-TZVPD.

Geometry as XYZ:
```
48
Properties=species:S:1:pos:R:3:mulliken_charge:R:1
Ir -1.8431 -0.2903 -0.3655 1.08
C -6.6344 -2.3973 -1.4336 -0.88
S -6.5147 -1.3013 0.0083 0.05
C -4.9433 -0.6034 -0.1451 0.42
S -3.8668 -1.0081 -1.4820 -0.19
N -4.6162 0.2843 0.7382 -1.19
N -3.4002 0.7710 0.7458 0.56
C -3.1569 2.0110 1.0686 -0.37
C -1.8331 2.5150 0.8744 0.66
C -1.4260 3.7712 1.3489 -0.82
C -0.2126 4.2805 0.9429 -0.35
C 0.5925 3.5183 0.0993 -0.75
C 0.1587 2.2601 -0.2734 -0.19
N -1.0194 1.7672 0.0891 -0.25
H -7.5019 -3.0226 -1.2481 0.35
H -5.7400 -3.0056 -1.5188 0.31
H -6.7882 -1.8032 -2.3292 0.33
H -3.9602 2.6703 1.3755 0.44
H -2.0766 4.3218 2.0104 0.45
H 0.1048 5.2589 1.2623 0.47
H 1.5238 3.9033 -0.2832 0.59
H 0.7688 1.6360 -0.9137 0.52
C 1.0693 -1.8131 2.5399 -1.02
C 0.0980 -1.1363 1.8279 -0.17
N 0.1877 -0.9277 0.5102 0.09
C 1.2689 -1.3537 -0.1309 -0.32
C 2.3249 -2.0076 0.5067 0.22
C 2.1973 -2.2582 1.8725 -0.26
C 3.4964 -2.4735 -0.2361 -0.89
C 4.3069 -1.7396 -0.9996 -0.45
C 4.2535 -0.2978 -1.2011 0.50
C 3.7717 0.6180 -0.2567 -0.27
C 3.8442 1.9556 -0.6085 -0.55
N 4.3138 2.3552 -1.7778 -0.62
C 4.7571 1.4280 -2.6055 -0.20
N 4.7534 0.1392 -2.3552 -0.55
H 0.9449 -1.9868 3.5952 0.48
H -0.7847 -0.7472 2.3199 0.42
H 1.3106 -1.1821 -1.1979 0.48
H 2.9802 -2.7685 2.4094 0.57
H 3.6902 -3.5327 -0.1384 0.48
H 5.1104 -2.2148 -1.5439 0.44
H 3.4047 0.3072 0.7076 0.44
H 3.5216 2.7330 0.0712 0.70
H 5.1548 1.7465 -3.5588 0.42
Se -2.5075 -2.9439 0.5990 -0.02
C -1.0321 -3.5373 -0.2196 0.31
N -0.0507 -3.9007 -0.7025 -0.46
```

As for the HOMO energy (alpha / beta): -0.4047 / -0.4042 Ha. The value obtained for the calculated total energy is -121293.03807 eV. As for the molar mass: 690.72 g/mol. The lowest unoccupied orbital energy (alpha / beta) is -5.448 / -4.982 eV. Its total charge is +1. The max |F| is 3.685 eV Å⁻¹.